The following is a quantum chemistry calculation of one molecule with the formula C19H23ClFN5O2, from the OMol25 dataset.

The geometry in XYZ format:
```
51
Properties=species:S:1:pos:R:3:forces:R:3:mulliken_charge:R:1
Cl 0.476094 -2.488775 3.383094 0.214 -0.063 0.169 -0.1956
F -4.028121 -1.054697 1.537651 0.071 0.001 -0.024 -0.3890
O 2.052852 -0.557235 0.715141 0.473 -0.171 0.224 -0.7707
O 0.720715 3.225788 0.052304 -0.295 0.273 -0.233 -0.6782
N 0.292993 -1.480444 -3.763085 0.139 -0.618 -0.023 -0.6379
N 0.016990 -0.370939 -0.185912 -0.063 -0.084 -0.331 0.2971
N 0.840992 0.576538 -3.174696 -0.218 -0.205 -0.205 0.3109
N 2.706261 2.189843 0.370037 0.346 0.054 -0.029 -0.0971
N -1.036872 0.685700 2.144752 -0.045 -0.009 0.177 0.2888
C -1.727561 -0.302100 2.947041 -0.106 0.014 0.081 -1.9225
C 0.400751 0.576754 2.040183 0.100 0.239 0.205 0.3934
C 1.228477 -0.717072 -3.261820 0.236 -0.064 -0.033 -0.2578
C -1.353646 0.086530 -0.249764 -0.483 0.165 0.102 -0.2026
C 1.451041 2.528842 0.733680 0.313 0.085 0.578 0.2668
C -2.301718 -4.186906 1.120727 0.025 0.145 0.072 -0.5204
C -1.639993 1.072089 0.891126 -0.033 0.002 -0.288 -1.0516
C 1.533643 1.720583 -2.630844 0.247 0.456 0.297 -0.6042
C -1.901906 -1.682620 2.344478 -0.164 0.029 -0.003 0.5009
C 3.250754 2.463847 -0.943480 -0.068 -0.091 -0.220 -1.0421
C 0.895132 -0.174192 0.805921 -0.184 -0.199 0.162 0.0443
C 1.050320 1.992961 2.098622 0.036 -0.087 -0.217 -1.5921
C -3.061437 -1.994342 1.636774 0.193 -0.331 0.114 0.3374
C -3.281212 -3.214162 1.027059 -0.099 0.219 0.035 -0.4674
C -0.433633 0.622082 -3.666898 -0.217 -0.028 -0.152 -0.4780
C 2.861898 1.376276 -1.956381 -0.085 0.103 -0.050 -0.2857
C -1.146081 -3.936166 1.835997 0.129 -0.044 0.044 -0.7578
C -0.752545 -0.656082 -4.024781 -0.105 0.265 0.024 -0.5136
C -0.959281 -2.703843 2.446719 -0.390 -0.157 -0.248 0.8801
H 2.873377 3.438149 -1.262194 0.136 -0.014 0.017 0.3385
H 0.766569 0.025068 2.909255 -0.047 0.045 -0.253 0.3875
H 2.774622 0.437069 -1.406208 0.046 -0.009 -0.035 0.2505
H 1.708495 2.442674 -3.437878 -0.026 -0.063 0.114 0.3892
H -4.202833 -3.384037 0.494167 -0.100 0.007 -0.062 0.4551
H -2.716999 1.175471 1.025360 0.012 0.028 -0.038 0.5002
H 2.194040 -1.074435 -2.967333 0.260 0.054 0.140 0.4662
H 0.351942 -0.909554 -0.976510 0.091 0.027 0.138 0.3182
H -2.720338 0.106688 3.157937 0.121 -0.108 0.076 0.4905
H -2.444361 -5.144321 0.645889 -0.010 -0.097 -0.045 0.3952
H 4.336704 2.517997 -0.843885 -0.091 0.063 -0.038 0.3882
H -0.985083 1.538520 -3.721425 -0.091 0.212 0.015 0.5133
H 3.645398 1.260634 -2.706663 0.027 -0.045 -0.026 0.4891
H 0.873289 2.198451 -1.899467 0.117 -0.080 -0.142 0.3336
H -1.515656 0.580207 -1.213474 -0.006 -0.045 0.129 0.3456
H -1.187752 -0.392780 3.892788 -0.120 -0.004 -0.036 0.5661
H -1.660776 -1.032708 -4.450119 -0.234 0.012 -0.090 0.4286
H -2.018766 -0.782582 -0.209283 0.055 0.165 -0.069 0.0996
H 1.934024 1.957864 2.734523 -0.007 0.012 0.017 0.4173
H 3.135798 1.419742 0.864884 -0.164 0.066 0.034 0.3680
H 0.317800 2.668934 2.539727 0.088 -0.048 -0.042 0.3463
H -1.228488 2.049660 0.624435 -0.104 -0.033 -0.053 0.4079
H -0.385915 -4.694969 1.931827 0.080 -0.044 0.022 0.4497
```
Positions in Å, forces in eV/Å.

Summary:
LUMO energy: 0.69 eV
Net charge: 0
Spin multiplicity: 1
Orbital gap: 9.16 eV
SMILES: O=C(C[C@@H]1C(=O)NCCN1Cc1c(F)cccc1Cl)NCCCn1ccnc1

***

The following is a quantum chemistry calculation of one molecule with the formula C19H23ClN2O4, from the OMol25 dataset.

The geometry in XYZ format:
```
49
Properties=species:S:1:pos:R:3:forces:R:3:mulliken_charge:R:1
Cl -6.319267 0.957369 0.591243 -0.154 0.112 0.037 -0.2182
O -1.435852 -2.923473 -1.815097 -0.026 0.046 -0.248 -0.6798
O 1.523863 -1.834061 1.399357 -0.358 0.068 0.075 -0.2815
O 2.947468 1.234696 1.641976 -0.048 0.417 0.225 -0.6608
O 2.820737 -2.951513 -0.048577 -0.027 -0.078 0.030 -0.6725
N 3.437803 -0.118265 -0.110211 0.200 -0.135 -0.483 -0.0010
N -0.735464 -2.764913 0.323319 0.174 0.016 0.294 -0.1039
C 2.647852 -1.131866 1.934117 0.471 0.303 0.258 -0.8862
C -3.304012 -1.610634 0.974005 0.113 0.000 -0.232 0.0314
C -3.390370 -0.926382 -1.327716 0.132 -0.158 0.106 -0.2569
C -4.968550 -0.055906 0.237121 0.229 -0.183 -0.008 0.4531
C 2.409858 1.176270 -1.935096 -0.012 -0.059 0.272 -1.2304
C 0.473161 3.329120 0.586976 -0.113 0.150 -0.182 -0.8652
C 1.741471 -2.731182 0.441933 -0.071 -0.279 -0.294 0.7543
C -1.605453 -2.499893 -0.689407 0.019 -0.086 0.173 0.1597
C 1.266506 3.087919 -0.692168 -0.073 -0.002 0.305 -0.6867
C -0.725945 1.156293 0.358008 -0.102 0.164 -0.031 0.6355
C -4.395133 -0.808519 1.251662 -0.102 0.127 0.009 -0.9182
C 3.007563 0.136759 1.134794 -0.074 -0.786 0.232 0.7255
C -0.894284 2.668321 0.467932 0.107 -0.105 0.206 -1.0945
C 1.274696 1.631475 -1.060598 0.092 -0.025 -0.379 0.4821
C 0.367191 0.783551 -0.595437 -0.199 -0.077 0.024 0.0535
C 0.480510 -3.490526 0.072846 0.059 -0.183 -0.144 -0.8603
C -2.782492 -1.666302 -0.315552 -0.349 0.127 -0.095 0.2538
C -4.475276 -0.115994 -1.057965 -0.035 0.029 0.078 -0.7299
C 3.664221 0.930349 -1.076459 -0.077 0.222 -0.105 -0.8901
H 0.397403 -0.259747 -0.887728 0.137 -0.131 -0.141 0.2515
H 0.497275 -4.431822 0.640245 0.086 0.102 -0.110 0.3354
H -1.516329 2.909687 1.331995 -0.058 0.030 -0.041 0.4495
H 3.515371 -1.800217 1.962791 -0.148 0.063 0.034 0.3995
H -4.802973 -0.764764 2.249267 -0.057 0.015 0.073 0.4370
H 0.506178 -3.737149 -0.994007 0.099 0.045 0.273 0.3826
H -1.400053 3.042413 -0.425231 -0.075 0.039 -0.028 0.3551
H -0.805887 -2.269026 1.196812 -0.083 0.051 -0.112 0.3039
H 3.917026 1.833487 -0.517324 0.090 -0.066 -0.117 0.4331
H 2.291011 3.441359 -0.562476 0.063 0.033 -0.058 0.3489
H 2.644527 1.937403 -2.681029 0.007 0.007 -0.102 0.4088
H -2.882514 -2.210150 1.767055 0.042 -0.054 0.079 0.4879
H 2.358225 -0.835673 2.943203 0.063 0.009 -0.217 0.3691
H 1.020161 2.892024 1.423726 0.027 0.035 0.063 0.2424
H 0.826833 3.656614 -1.519414 0.078 0.053 -0.033 0.4120
H -4.937254 0.464776 -1.840408 -0.053 0.066 -0.051 0.4190
H -0.474029 0.744039 1.342322 -0.084 -0.056 0.076 0.2152
H 4.508066 0.646145 -1.709078 -0.013 0.082 0.068 0.3804
H -2.988274 -0.995155 -2.326957 0.027 -0.009 -0.085 0.4610
H -1.665766 0.694804 0.044716 0.039 -0.003 0.086 -0.6559
H 3.447508 -1.073000 -0.444141 -0.011 0.048 0.232 0.2969
H 0.366604 4.400671 0.765715 0.033 0.011 0.050 0.4041
H 2.146090 0.250573 -2.451042 0.015 0.005 -0.065 0.3498
```
Positions in Å, forces in eV/Å.

Summary:
LUMO energy: 0.34 eV
Net charge: 0
Spin multiplicity: 1
Orbital gap: 9.18 eV
SMILES: O=C(COC(=O)CNC(=O)c1ccc(Cl)cc1)NCCC1=CCCCC1
Relative energy (zero: lowest compared OMol25 entry of this formula, charge and spin): 4.5 kJ/mol

***

The following is a quantum chemistry calculation of a 3-piece molecular cluster, C19H23ClNO8S3 overall, from the OMol25 dataset.

The geometry in XYZ format:
```
55
Properties=species:S:1:pos:R:3:forces:R:3:mulliken_charge:R:1
Cl -5.031678 -6.305239 -5.085439 0.217 0.578 1.181 -0.2602
S -2.461361 -5.228760 -0.056745 -0.258 0.992 -0.599 -0.2716
S 1.638428 1.228297 4.076595 -0.034 0.568 0.290 1.2027
S 3.196755 4.159849 -1.306261 -0.873 -0.281 -0.231 1.2308
O 3.422553 5.576702 -1.351160 0.392 -0.291 0.016 -0.6689
O -6.270653 -1.140005 -1.905427 0.128 -2.862 0.009 -0.7236
O 4.107658 3.271335 -0.646427 0.213 0.393 -0.039 -0.5778
O 1.265421 1.264740 2.692263 0.128 -0.323 0.208 -0.4800
O 2.952523 2.129278 4.285677 -0.568 0.013 0.194 -0.2853
O 2.936760 3.627556 -2.799988 -0.231 0.111 0.495 -0.2702
O -7.833093 -2.562431 -1.168563 0.812 -1.161 -0.356 -0.6898
O 1.803602 -0.006278 4.786202 0.103 0.054 -0.447 -0.6733
N -4.601419 -3.101561 0.170320 1.408 -0.772 0.217 -0.1947
C -5.753125 -3.522530 -2.008619 1.962 -1.911 -0.465 0.3843
C 0.506250 2.248877 4.969481 0.081 0.152 0.093 -1.0036
C -4.696697 -3.876315 -1.056528 -0.302 -1.254 -2.133 -0.2230
C -3.251633 -2.583992 0.393779 1.789 1.119 0.229 -0.1479
C -3.104092 -1.155702 0.661484 2.449 -2.028 -0.184 -0.3818
C -1.733097 -0.654015 0.877839 -0.474 -1.789 -0.218 -0.4681
C -5.807238 -4.310940 -3.263266 1.185 -0.333 1.404 -0.6750
C -2.064764 -3.479798 0.349629 -0.537 1.569 -0.067 0.5575
C 1.579455 3.857330 -0.663866 -0.096 -0.055 -0.154 -0.9599
C -3.744979 -4.979153 -1.349992 -1.302 1.143 -0.669 0.6675
C -0.703892 -3.000794 0.581071 -2.537 1.952 0.046 -0.6547
C -6.713097 -2.331436 -1.664959 -0.242 3.093 -0.101 0.2425
C 4.370665 1.531446 2.382000 -0.278 -0.042 -0.144 -0.8230
C -0.562489 -1.549409 0.858390 -1.701 -1.055 -0.470 -0.2546
C 5.164310 2.981053 -3.581026 0.125 -0.059 0.294 -0.9718
C 4.219748 1.586398 3.890708 0.755 -0.447 -0.481 -0.3854
C 3.945309 3.861283 -3.789418 0.765 0.058 -0.492 -0.3595
C -3.798668 -5.778088 -2.571962 -1.690 1.851 0.191 -0.6842
C -4.870032 -5.414979 -3.528054 0.034 1.481 2.065 0.3038
H -0.485545 1.814943 4.848577 0.100 -0.089 -0.068 0.3841
H -4.773273 -3.724028 0.976309 -0.216 0.220 -0.534 0.3191
H -1.626624 0.444210 1.059920 0.199 -1.191 -0.140 0.3558
H 0.155510 -3.704336 0.527152 -0.748 0.774 0.067 0.3361
H 4.191457 2.513807 1.942051 0.112 -0.052 -0.003 0.2071
H -4.019119 -0.523455 0.678275 0.934 -0.528 -0.101 0.3965
H 4.220962 4.919235 -3.808390 -0.106 -0.021 0.172 0.3225
H 5.884762 3.117362 -4.389475 -0.130 0.021 -0.070 0.3788
H 0.864384 4.502643 -1.170933 0.086 -0.044 -0.014 0.3607
H 4.988830 2.241889 4.303290 -0.339 0.127 0.176 0.2836
H 3.649765 0.843872 1.938266 0.063 0.014 0.024 0.1953
H 0.785359 2.261144 6.021514 0.030 -0.016 -0.086 0.3427
H 0.471447 -1.159837 1.018831 -1.147 -0.177 -0.088 0.3532
H 5.369095 1.191439 2.102274 0.022 0.084 0.112 0.4156
H 4.873836 1.929903 -3.533404 0.002 0.054 -0.081 0.2651
H 5.667929 3.219297 -2.643495 -0.020 0.010 -0.062 0.2904
H -6.594930 -4.014756 -3.998344 0.901 -0.562 0.622 0.3716
H 0.524202 3.252123 4.546634 0.035 -0.081 0.002 0.3063
H 1.604897 4.087463 0.400520 0.121 -0.005 -0.050 0.3503
H 3.500121 3.629160 -4.758359 -0.307 0.001 0.253 0.2707
H -3.058966 -6.590817 -2.768658 -0.847 0.889 0.126 0.3345
H 1.331443 2.806702 -0.807821 0.053 0.061 0.009 0.3322
H 4.367025 0.599316 4.337529 -0.219 0.047 0.054 0.3265
```
Positions in Å, forces in eV/Å.

Summary:
LUMO energy: 1.76 eV
Net charge: -1
Spin multiplicity: 1
Orbital gap: 6.18 eV

***

The following is a quantum chemistry calculation of C19H23F3KN8O4S2 as an isolated structure, from the OMol25 dataset.

The geometry in XYZ format:
```
60
Properties=species:S:1:pos:R:3:forces:R:3:mulliken_charge:R:1
K 0.759442 -0.638501 -0.465850 0.540 0.303 0.722 0.6223
S 1.970945 2.331134 -0.140095 0.054 0.037 0.031 -0.3339
S 3.127026 -2.546782 -1.328886 0.099 -0.084 -0.013 -0.3382
F 1.329110 -1.213583 3.505299 0.048 -0.082 -0.136 -0.3571
F -0.788963 5.170431 -1.954297 0.009 0.041 0.047 -0.2857
F 3.382914 -0.589294 2.791233 -0.247 -0.041 -0.093 -0.4065
O -0.661127 2.074806 -6.336069 0.014 0.032 0.080 -0.6853
O -1.698374 6.072803 -4.449137 0.004 -0.022 -0.015 -0.6747
O -1.417632 0.762408 -2.115780 0.248 -0.031 0.070 -0.6798
O -0.196327 -1.043455 -2.679799 -0.208 0.187 -0.552 -0.8210
N -1.159184 4.045595 -5.331196 0.027 -0.039 0.029 -0.0562
N 2.010761 1.894467 2.521586 -0.090 0.011 0.141 -0.1673
N 0.538822 -3.330088 0.158344 0.068 -0.209 -0.014 0.4839
N 0.132715 2.770682 1.778429 -0.076 -0.026 0.021 0.3434
N 2.727726 -5.070006 -2.025621 -0.012 -0.046 -0.025 -0.5154
N -0.961191 -1.437970 1.406328 -0.286 -0.039 -0.028 0.2941
N 1.189552 -4.261004 -0.584044 -0.078 0.174 -0.005 -0.5058
N -0.282089 2.300585 -4.081325 0.138 0.030 0.093 0.1187
C -0.768018 4.383547 -3.044771 -0.030 -0.015 -0.098 0.3843
C -0.442442 -3.732164 0.868160 -0.081 0.064 0.128 0.6638
C -1.841431 -3.108073 2.856149 -0.002 0.037 0.034 -0.9110
C 2.159619 -1.259090 2.281189 0.050 0.143 0.383 -0.0870
C 1.116653 1.873011 3.681090 0.089 0.054 -0.051 -0.3844
C -0.689068 2.740717 -5.316521 -0.106 -0.043 -0.023 0.5168
C -0.017193 2.791397 3.225087 -0.045 0.042 -0.068 -0.6147
C -1.527808 -0.510262 2.161481 0.114 -0.055 0.094 -0.2487
C -1.257351 4.951911 -4.280240 -0.003 0.029 0.020 0.0561
C -1.117455 -2.717720 1.733363 0.080 -0.071 -0.019 0.4360
C 1.361194 2.321423 1.424955 -0.088 0.064 -0.175 -0.1172
C -0.318150 3.125041 -2.980872 0.066 -0.082 -0.080 0.1819
C 0.170980 0.915928 -3.915784 -0.208 0.090 -0.132 -0.7000
C -0.569941 0.149356 -2.792277 -0.228 -0.207 -0.258 0.6295
C 2.309519 -3.966236 -1.312618 -0.035 -0.029 0.007 0.3493
C -0.923369 -5.158130 0.897931 -0.029 -0.049 -0.014 -2.0410
C -2.427791 -2.130917 3.645289 0.015 -0.068 -0.008 -0.5770
C -2.278879 -0.804028 3.290431 0.006 0.057 0.005 -0.7105
C -0.737161 3.531251 0.912848 -0.014 -0.026 0.002 -0.8516
H -0.023416 0.403774 -4.852001 0.027 0.000 -0.053 0.3801
H 0.925079 -5.230933 -0.509148 0.020 -0.067 0.009 0.3080
H -0.962814 -5.575099 -0.111866 -0.012 0.014 0.015 0.5110
H -1.927144 -4.149901 3.131095 -0.003 0.004 0.003 0.3132
H 2.497699 -2.313509 2.347700 0.018 0.033 -0.106 -0.0449
H 1.249072 0.891061 -3.746649 -0.027 0.007 0.114 0.2088
H 0.784884 0.853403 3.873223 -0.010 -0.034 -0.010 0.1185
H 0.066793 2.705458 -2.060887 -0.004 0.033 -0.037 0.2574
H 2.659736 1.120030 2.413028 0.187 -0.090 -0.006 0.3978
H -0.729939 3.099005 -0.085085 -0.010 0.005 0.069 0.0356
H 2.002700 -5.657548 -2.410486 0.005 -0.008 -0.015 0.1958
H -0.435709 4.580478 0.840884 0.016 -0.006 0.001 0.3577
H -1.930664 -5.224851 1.298110 0.000 0.012 0.021 0.4649
H -1.351574 0.519913 1.865743 -0.047 -0.021 -0.065 0.4749
H 0.093518 3.812576 3.611803 0.018 0.001 -0.031 0.4035
H -2.720686 -0.007150 3.873712 -0.004 -0.015 0.012 0.4039
H -1.470335 4.372783 -6.232237 -0.012 0.015 -0.029 0.2144
H 3.463666 -4.851443 -2.676217 0.030 0.017 -0.009 0.2669
H -1.003478 2.423960 3.517012 -0.014 0.016 0.011 0.2625
H 1.618642 2.263861 4.565579 0.016 -0.065 0.008 0.3561
H -2.987039 -2.409410 4.529173 -0.005 0.002 0.009 0.3928
H -1.752428 3.477880 1.307368 -0.001 0.000 0.005 0.3555
H -0.272601 -5.793529 1.506134 0.010 0.012 -0.014 0.3554
```
Positions in Å, forces in eV/Å.

Summary:
LUMO energy: 1.91 eV
Net charge: -1
Spin multiplicity: 1
Orbital gap: 5.71 eV
Relative energy (zero: lowest compared OMol25 entry of this formula, charge and spin): 16.0 kJ/mol

***

Table of HOMO level (eV), in record order: -8.5; -8.8; -4.4; -3.8